C10H16 | ωB97M-V/def2-TZVPD

Calculated values
Lowest unoccupied orbital energy ... 1.0 eV
HOMO level ... -9.01 eV
Kohn-Sham gap ... 9.972 eV
SMILES ... Cc1ccccc1.CCC

Geometry as ORCA input:
```
! RIJCOSX wB97M-V def2-TZVPD def2/J DEFGRID3
* xyz 0 1
C 0.439 -2.291 -1.730
C 0.629 -3.539 -0.877
C 0.576 -2.222 -3.245
H 1.198 -1.722 -1.189
H -0.435 -1.835 -1.497
H 1.454 -4.061 -1.071
H 0.753 -3.121 0.196
H 1.212 -1.408 -3.509
H -0.240 -4.126 -1.005
H -0.420 -2.117 -3.722
H 0.877 -3.236 -3.738
C 0.205 1.935 -1.232
C -1.687 1.223 1.902
C -0.682 1.109 2.844
C -1.400 1.411 0.506
C -0.088 1.510 0.142
C 0.655 1.127 2.367
C 0.932 1.234 1.052
H -2.772 1.413 2.189
H -1.070 1.105 3.879
H -2.279 1.720 -0.050
H 1.513 1.027 3.152
H 0.306 1.029 -1.867
H 1.103 2.455 -1.244
H 1.991 1.363 0.731
H -0.673 2.521 -1.630
*
```

Now the natural (NBO) charges, all in e: -0.406, -0.574, -0.617, 0.191, 0.195, 0.195, 0.200, 0.214, 0.195, 0.206, 0.202, -0.622, -0.181, -0.256, -0.236, 0.000, -0.185, -0.242, 0.207, 0.224, 0.213, 0.215, 0.221, 0.213, 0.213, 0.216